(1)
The following is a DFT calculation (the ωB97M-V functional and the def2-TZVPD basis) of a molecular structure, C31H43N5O8S2SbSn.

The geometry in XYZ format:
```
91
Properties=species:S:1:pos:R:3:mulliken_charge:R:1
Sn 0.33067 0.29776 -1.12235 1.146
N 3.01765 -0.03386 0.00611 -0.331
C 3.56828 -1.39989 -0.04205 -0.909
C 2.57056 -2.37025 0.58157 -0.810
C 1.24688 -2.06518 -0.08264 0.977
O 1.12558 -2.21445 -1.31675 -0.761
O 0.33327 -1.51297 0.62362 -0.798
H 3.72991 0.61080 -0.32394 0.271
H 2.84984 0.21730 0.97833 0.212
H 4.53333 -1.47570 0.46957 0.433
H 3.70117 -1.66413 -1.09097 0.367
H 2.47360 -2.19992 1.65332 0.307
H 2.88370 -3.39517 0.38883 0.385
C -5.73308 -2.11941 0.52125 -1.533
C -4.65966 -1.04759 0.43291 1.594
C -4.94189 -0.10564 -0.72474 -1.461
C -4.50638 -0.29005 1.74166 -1.484
Sb -2.57800 -1.98525 0.07275 0.921
C -2.59733 -2.80250 -2.11326 1.673
C -2.22930 -1.61322 -2.98010 -1.197
C -1.56380 -3.90334 -2.23283 -1.473
C -3.99050 -3.32438 -2.41234 -1.729
C -2.16831 -3.55916 1.75261 1.574
C -1.30222 -4.63400 1.13019 -1.609
C -1.44233 -2.79970 2.84400 -1.474
C -3.49575 -4.11164 2.22861 -1.800
H -6.70780 -1.62408 0.57224 0.503
H -5.63339 -2.73077 1.41439 0.296
H -5.74332 -2.76884 -0.35265 0.261
H -5.82972 0.49020 -0.49242 0.563
H -5.14712 -0.64721 -1.64722 0.196
H -4.12088 0.58392 -0.89194 0.035
H -5.41706 0.28009 1.94789 0.479
H -3.66353 0.39827 1.68710 0.135
H -4.34617 -0.97336 2.57714 0.261
H -1.18876 -1.32018 -2.80393 -0.135
H -2.87261 -0.74875 -2.80847 0.274
H -2.32271 -1.89180 -4.03366 0.580
H -0.57883 -3.56601 -1.91413 0.122
H -1.48546 -4.19658 -3.28422 0.533
H -1.85117 -4.78782 -1.66686 0.335
H -4.74111 -2.53618 -2.39640 0.321
H -4.28081 -4.11811 -1.72285 0.307
H -3.99188 -3.75223 -3.41965 0.529
H -0.42285 -4.20716 0.64851 0.252
H -1.86372 -5.22716 0.41018 0.302
H -0.95715 -5.31299 1.91533 0.537
H -0.51801 -2.37128 2.46556 0.149
H -1.19911 -3.48855 3.65801 0.489
H -2.05677 -1.99588 3.25206 0.334
H -4.07321 -4.55279 1.41604 0.349
H -4.09102 -3.35055 2.73092 0.310
H -3.29735 -4.90262 2.95854 0.536
O -0.32784 3.80810 -2.61331 -0.478
S -1.55547 3.08776 -2.81842 0.890
O -1.95371 2.80991 -4.15919 -0.687
N -1.44214 1.68601 -1.94311 -0.588
C -2.01758 1.81888 -0.76032 1.146
O -1.78363 0.97840 0.14929 -1.011
C -2.91802 2.98755 -0.65694 0.610
C -3.81686 3.29659 0.35006 -0.341
C -4.66227 4.38211 0.16144 -0.836
C -4.60180 5.14462 -0.99894 -0.582
C -3.66945 4.86040 -1.99262 -0.795
C -2.84306 3.77864 -1.79674 0.415
H -3.86998 2.69819 1.24823 0.451
H -5.38314 4.63291 0.92686 0.450
H -5.28342 5.97242 -1.13192 0.450
H -3.60241 5.45333 -2.89369 0.519
O 2.84797 9.18836 2.84868 -0.414
S 1.68014 9.54659 2.05631 1.157
O 1.54330 10.94624 1.75383 -0.415
O 0.46074 8.88566 2.45860 -0.420
C 2.19450 8.68930 0.47781 0.286
N 2.93602 9.36490 -0.36579 -0.499
C 3.40212 8.66655 -1.39688 -0.506
C 3.13364 7.31171 -1.54288 -0.469
C 2.35365 6.69525 -0.56677 0.343
N 1.88110 7.41984 0.45524 -0.319
C 2.01724 5.25505 -0.54431 1.185
C 2.49361 4.35311 -1.49100 -0.830
C 2.11516 3.02982 -1.38992 -0.565
N 1.34932 2.56122 -0.41021 -0.024
C 0.90128 3.41922 0.50747 -0.734
C 1.20066 4.76546 0.47646 -0.596
H 4.00565 9.21204 -2.11126 0.439
H 3.52614 6.76683 -2.38769 0.392
H 3.12963 4.66322 -2.30575 0.310
H 2.43654 2.30486 -2.13380 0.562
H 0.28269 2.99406 1.29005 0.511
H 0.82262 5.44885 1.22145 0.648
```

Results
**2S+1**: 1
**Net charge**: +1
**HOMO-LUMO gap (spin up / spin down)**: 6.8 / 4.5 eV

***

(2)
The following is a DFT calculation (the ωB97M-V functional and the def2-TZVPD basis) of 7 unconnected molecules or ions with the total composition C20H29N7O5S2.

The geometry in XYZ format:
```
63
Properties=species:S:1:pos:R:3:mulliken_charge:R:1
C -3.31056 2.07061 -2.20754 0.287
C -3.20973 0.94635 -1.80584 -0.955
C -3.12615 -0.49991 -1.58652 0.038
O -3.47481 -1.13191 -2.86926 -0.339
S -2.15758 -1.11636 -3.77795 1.210
O -2.08590 0.08066 -4.54369 -0.581
O -1.94562 -2.33240 -4.47086 -0.605
O -1.06599 -0.87661 -2.54618 -0.219
C -1.75735 -1.12091 -1.32209 0.330
S -2.03012 -3.00257 -1.35329 -0.188
C -1.04930 -0.74660 -0.03062 -0.306
C -0.42582 -1.83422 0.83236 -0.138
O 0.62494 -2.36497 0.55085 -0.538
N -1.11750 -2.11329 2.06470 0.191
C -0.32805 -1.60950 3.20514 -1.042
C -1.34741 -3.56138 2.23883 -1.037
H -3.57188 3.03678 -2.58542 0.486
H -3.86378 -0.83252 -0.86001 0.625
H -2.82011 -3.07669 -0.27475 0.162
H -1.72979 -0.16513 0.58910 0.260
H -0.21511 -0.09945 -0.30160 0.081
H -0.65855 -2.13885 4.09660 0.444
H -0.53455 -0.55408 3.37852 0.266
H 0.74047 -1.79560 3.08058 0.380
H -2.29417 -3.69452 2.76258 0.288
H -1.40891 -4.09058 1.29350 0.425
H -0.56228 -4.04259 2.82612 0.397
C 0.06182 4.47683 -1.88459 -0.705
C 0.12485 3.21281 -1.17001 0.384
N 0.16455 2.21627 -0.60783 -0.364
H -0.52225 5.19675 -1.31641 -0.004
H 1.06568 4.86897 -2.03535 0.338
H -0.41280 4.32984 -2.85288 0.278
C 3.13244 -4.32458 -0.69500 -0.407
C 3.93422 -5.42987 -0.19001 0.193
N 4.56262 -6.29899 0.21213 -0.349
H 3.72416 -3.41069 -0.69311 0.168
H 2.80758 -4.53908 -1.71171 0.309
H 2.25716 -4.18012 -0.06375 0.096
C 2.08162 -1.31804 -2.14489 0.300
C 3.20112 -0.51108 -1.67874 0.241
N 4.08091 0.12446 -1.31099 -0.482
H 1.23388 -0.67733 -2.36751 -0.098
H 2.36616 -1.85502 -3.04896 0.451
H 1.79268 -2.03068 -1.37566 -0.311
C -2.49668 6.84544 0.72034 -0.618
C -2.65483 6.86667 -0.72933 0.263
N -2.78586 6.88754 -1.87064 -0.432
H -2.54391 7.85806 1.10985 0.134
H -3.28732 6.25305 1.17414 0.313
H -1.53496 6.41140 0.98682 0.334
C 7.66765 -7.81268 0.73289 -0.700
C 8.46192 -8.92081 1.24688 0.281
N 9.08620 -9.79213 1.65162 -0.356
H 8.26262 -6.90160 0.73334 0.267
H 7.34561 -8.02681 -0.28352 0.256
H 6.78676 -7.66201 1.35219 0.253
C -4.08733 9.57326 3.55787 -0.804
C -3.45093 8.27575 3.74215 0.384
N -2.95244 7.25510 3.89257 -0.400
H -3.34849 10.36500 3.66376 0.269
H -4.53263 9.63030 2.56611 0.280
H -4.86613 9.71024 4.30501 0.318
```

Results
**2S+1**: 1
**Net charge**: 0
**SMILES**: C#C[C@H]1OS(=O)(=O)O[C@@]1(S)CC(=O)N(C)C.CC#N.CC#N.CC#N.CC#N.CC#N.CC#N
**HOMO-LUMO gap**: 9.9 eV

***

(3)
The following is a DFT calculation (the ωB97M-V functional and the def2-TZVPD basis) of 2 unconnected molecules or ions with the total composition C3H6N2.

The geometry in XYZ format:
```
11
Properties=species:S:1:pos:R:3:mulliken_charge:R:1
C 1.52099 -0.04816 0.13983 0.109
C -0.56222 -1.09565 -0.43728 -1.077
C 0.13214 0.15532 0.24231 0.244
N 2.65546 -0.14462 -0.07692 -0.404
N -0.27529 1.42646 -0.22598 -0.551
H -0.42835 -1.86279 0.24148 0.378
H -0.22314 -1.45434 -1.39497 0.327
H -1.67038 -0.88335 -0.48256 0.275
H -0.35084 0.12830 1.92802 0.183
H -1.20122 1.63429 0.23815 0.290
H 0.40285 2.14454 -0.17208 0.227
```

Results
**2S+1**: 1
**Net charge**: 0
**HOMO-LUMO gap**: 9.2 eV

***

(4)
The following is a DFT calculation (the ωB97M-V functional and the def2-TZVPD basis) of 2 unconnected molecules or ions with the total composition C5H10N2O3.

The geometry in XYZ format:
```
20
Properties=species:S:1:pos:R:3:mulliken_charge:R:1
C -1.51838 -0.42299 1.20733 -1.352
C -0.80869 -0.36752 -0.20327 1.554
C -1.40432 -1.33934 -1.20553 -1.425
C -0.76772 0.95065 -0.74790 -1.063
N 0.34445 1.57982 -0.58575 0.797
O 1.34613 1.11641 0.03067 -0.741
O 0.50292 2.89064 -1.00507 -0.517
H -2.62988 -0.77289 1.17027 0.320
H -1.49573 0.55110 1.63702 0.412
H -1.01919 -1.13392 1.81327 0.344
H 0.28914 -0.77963 -0.18301 -0.299
H -2.22888 -0.87103 -1.81314 0.314
H -1.65406 -2.22680 -0.60952 0.424
H -0.59148 -1.57735 -2.05624 0.295
H -1.57140 1.42862 -1.22215 0.497
H 1.42100 3.24108 -0.74898 0.387
N 3.14199 -0.52790 1.89205 -0.609
C 2.97976 -0.76998 0.72139 0.756
O 2.96731 -1.26248 -0.31591 -0.405
H 2.69702 0.29351 2.22446 0.315
```

Results
**2S+1**: 1
**Net charge**: 0
**SMILES**: CC(C)/C=[N+](\[O-])O.N=C=O
**HOMO-LUMO gap**: 9.8 eV

***

(5)
The following is a DFT calculation (the ωB97M-V functional and the def2-TZVPD basis) of a molecular structure, C41H58F6N3O10STl.

The geometry in XYZ format:
```
120
Properties=species:S:1:pos:R:3:mulliken_charge:R:1
Tl -4.14752 -0.21308 -3.74361 1.005
C 0.16068 0.10562 -0.35814 -0.420
F 0.47840 -0.50633 -1.47280 -0.086
F 0.62538 -0.54824 0.70791 -0.075
F 0.66794 1.33716 -0.30639 -0.096
S -1.72419 0.20110 -0.16684 0.448
O -2.24376 0.23923 -1.53032 0.279
O -2.10962 -1.01600 0.54495 0.464
O -1.93807 1.42441 0.59633 -0.441
N 2.58746 -4.48588 -0.93423 -0.182
C 3.81655 -4.95923 -1.09991 -0.510
C 4.68589 -4.36762 -2.02015 -0.378
C 4.27313 -3.30435 -2.80047 -0.621
C 2.98590 -2.81062 -2.61053 -0.416
C 2.16718 -3.46367 -1.69125 -0.465
H 4.18805 -5.67356 -0.37779 0.408
H 5.70871 -4.71802 -2.08887 0.413
H 4.93139 -2.76058 -3.46498 0.448
H 2.63081 -1.95830 -3.17366 0.373
H 1.12309 -3.21024 -1.55633 0.962
N -2.14781 -4.58569 -1.51796 -0.250
C -1.85301 -4.65186 -0.21509 -0.491
C -1.73757 -5.84811 0.48922 -0.878
C -1.81864 -7.03681 -0.24098 -0.257
C -2.09745 -6.98864 -1.58903 -0.703
C -2.29309 -5.74805 -2.17465 -0.554
H -1.75371 -3.73961 0.35905 0.846
H -1.61563 -5.90926 1.56017 0.486
H -1.72951 -7.98810 0.26690 0.450
H -2.29101 -7.89360 -2.14828 0.421
H -2.53530 -5.59354 -3.21866 0.478
N -0.87182 5.09559 -1.04407 -0.366
C -1.34409 6.32660 -1.09066 -0.430
C -2.14591 6.87767 -0.07613 -0.461
C -2.40972 6.09335 1.05337 -0.433
C -1.85123 4.83888 1.13722 -0.699
C -1.09167 4.36593 0.05834 0.181
H -1.21706 6.83306 -2.04136 0.450
H -2.58411 7.86264 -0.14459 0.442
H -3.01902 6.51209 1.84246 0.448
H -1.98879 4.21408 2.00979 0.493
H -0.62392 3.39169 0.08375 0.694
C -3.02389 -1.53067 3.74276 -0.338
O -3.41325 -2.39925 2.68414 -0.601
H -3.51292 -0.55001 3.67574 0.253
H -3.32704 -1.94573 4.70508 0.414
H -1.94152 -1.36010 3.77657 -0.116
H -2.95147 -1.98638 1.93447 0.086
C 0.94495 -3.24996 1.75004 0.153
O 1.02212 -4.63863 1.83495 -0.561
H 1.33089 -2.87694 0.80160 -0.253
H -0.08239 -2.86315 1.83811 0.034
H 1.44309 -2.72757 2.57293 0.326
H 1.02963 -5.00357 0.93919 0.402
C -0.75996 1.92765 -3.69398 -0.078
O -1.42381 0.87033 -4.39718 -0.485
H 0.13975 1.51824 -3.22753 0.216
H -0.57882 2.79664 -4.33238 0.363
H -1.33199 2.33951 -2.85814 -0.337
H -0.68224 0.32061 -4.66053 0.286
C -0.79896 -2.57075 -3.98332 -0.532
O -1.87929 -2.27450 -3.12407 0.128
H -0.17756 -1.67258 -3.99923 -0.052
H -0.20110 -3.41561 -3.63102 0.254
H -1.10471 -2.80922 -5.00549 0.289
H -2.12749 -3.07848 -2.60719 0.467
C -5.28584 -2.72670 -0.65951 -0.789
O -4.37441 -1.87490 -1.34176 -0.152
H -5.40972 -2.42106 0.37645 0.262
H -6.25690 -2.71531 -1.15488 0.322
H -4.96920 -3.76874 -0.74677 0.214
H -3.58388 -1.78483 -0.79310 -0.327
C -3.60250 3.68264 -2.16725 -0.813
O -3.99017 2.88006 -3.28811 -0.370
H -3.43461 3.05293 -1.29490 0.153
H -2.61684 4.07997 -2.42792 0.397
H -4.22491 4.54997 -1.93709 0.425
H -4.32669 3.49099 -3.95360 0.249
C -5.33277 1.02281 0.17515 -0.431
O -5.19517 1.06605 -1.25436 -0.358
H -4.89566 1.91674 0.61898 0.175
H -6.40983 0.99697 0.34961 0.383
H -4.87804 0.12853 0.58628 -0.030
H -5.49459 1.91073 -1.59982 0.222
F 6.66506 0.57539 2.95758 -0.332
C 5.71520 -0.02407 2.25734 0.424
C 4.38691 0.08960 2.68175 -0.812
C 3.39237 -0.39833 1.86892 -0.069
C 3.71348 -1.05691 0.67415 0.192
C 5.03900 -1.05195 0.22417 -0.512
C 6.06398 -0.59088 1.03845 -0.506
H 4.18367 0.53220 3.64858 0.483
H 2.37395 -0.35406 2.22598 0.439
H 2.95360 -1.51378 0.05748 0.183
H 5.29810 -1.47731 -0.73553 0.397
H 7.08190 -0.58323 0.67577 0.501
F 2.71654 5.53151 -1.35708 -0.191
C 3.59455 4.76575 -0.77635 0.037
C 4.96089 4.95249 -1.02760 -0.396
C 5.91934 4.24578 -0.31506 -0.639
C 5.51589 3.33511 0.65926 -0.345
C 4.13544 3.18427 0.91993 -0.186
C 3.18543 3.78553 0.15418 0.125
H 5.20217 5.65935 -1.81201 0.449
H 6.95338 4.44836 -0.55399 0.440
H 6.18436 2.77566 1.29884 0.498
H 3.82415 2.50742 1.70420 0.385
H 2.13143 3.62360 0.33514 0.305
F 2.48949 4.02422 3.96790 -0.287
C 1.58032 3.09629 4.20656 0.073
C 1.36977 2.63320 5.50967 -0.542
C 0.48392 1.59638 5.73138 -0.759
C -0.12507 0.98308 4.61910 -0.517
C 0.00547 1.52822 3.33535 0.036
C 0.86390 2.60299 3.13676 0.251
H 1.87265 3.07609 6.36017 0.466
H 0.38475 1.19410 6.72801 0.433
H -0.82031 0.20375 4.90705 0.338
H -0.49220 1.04334 2.50838 0.571
H 1.03889 3.01000 2.15090 0.241
```

Results
**2S+1**: 1
**Net charge**: +2
**HOMO-LUMO gap**: 1.7 eV

***

(6)
The following is a DFT calculation (the ωB97M-V functional and the def2-TZVPD basis) of a molecular structure, C24H23N3O3PRhS.

The geometry in XYZ format:
```
56
Properties=species:S:1:pos:R:3:mulliken_charge:R:1
Rh 0.50029 0.95561 -0.63458 0.495
O -1.38214 0.88986 -1.01174 -0.552
N -1.76122 0.26721 -2.15375 0.535
C -3.07204 -0.03995 -2.24492 -0.220
C -3.55496 -0.58740 -3.40199 -0.728
C -2.67179 -0.82264 -4.45798 -0.166
C -1.33638 -0.51404 -4.32316 -0.936
C -0.87299 0.04593 -3.13501 0.889
S 0.78914 0.49153 -2.83704 -0.375
H -3.65448 0.18874 -1.36493 0.498
H -4.60406 -0.83007 -3.47884 0.451
H -3.03305 -1.25547 -5.38073 0.424
H -0.63105 -0.69808 -5.12120 0.453
N 1.36622 -2.64015 1.12599 -0.443
C 1.34474 -1.76575 0.12308 0.900
N 2.13283 -1.93622 -0.93755 -0.222
O 0.54990 -0.77341 0.27113 -0.550
H 1.84933 -3.52034 1.06243 0.196
H 0.78427 -2.46580 1.92906 0.251
H 2.69257 -2.76888 -1.02867 0.249
H 1.94838 -1.38948 -1.76863 0.022
O 0.14118 1.71776 1.30431 -0.722
P 0.84665 3.07734 1.40407 2.301
C -0.08827 4.39961 0.65722 0.655
C -0.27400 4.40460 -0.72847 -0.222
C -1.09117 5.35280 -1.31670 -1.019
C -1.72099 6.30448 -0.52162 -0.503
C -1.54021 6.30574 0.85302 -0.778
C -0.72589 5.35279 1.44841 -0.494
C 2.31110 2.83828 0.34502 0.091
C 2.73438 1.49597 0.20372 -0.508
C 3.75349 1.18117 -0.69979 -0.699
C 4.34599 2.18451 -1.45102 -0.726
C 3.94141 3.50356 -1.28800 -0.549
C 2.91824 3.83377 -0.40389 -0.470
C 1.25495 3.45954 3.08707 0.157
C 2.16192 4.47831 3.38150 -0.202
C 2.43550 4.78225 4.70359 -0.765
C 1.80181 4.07650 5.72010 -0.446
C 0.89906 3.06504 5.42406 -0.721
C 0.62104 2.74650 4.10327 -0.423
H 0.24068 3.68602 -1.36327 0.280
H -1.22946 5.36336 -2.38937 0.458
H -2.35249 7.05282 -0.98160 0.415
H -2.03214 7.04934 1.46481 0.446
H -0.58639 5.35257 2.52186 0.403
H 2.39615 0.76209 0.92996 0.844
H 4.09624 0.15916 -0.78893 0.556
H 5.13700 1.94617 -2.14891 0.471
H 4.41771 4.28550 -1.86479 0.454
H 2.58761 4.86152 -0.32122 0.488
H 2.65186 5.03142 2.58804 0.353
H 3.13973 5.56685 4.94357 0.428
H 2.01567 4.31905 6.75243 0.417
H 0.41023 2.52341 6.22222 0.423
H -0.07749 1.95736 3.85818 0.437
```

Results
**2S+1**: 1
**Net charge**: +2
**HOMO-LUMO gap**: 6.8 eV